Molecular formula: C10H12ClNOP
Method: DFT, wB97M-V/def2-TZVPD

## Properties
- Kohn-Sham gap (spin up / spin down) (eV) = 5.93 / 5.93
- electronic energy (Eh) = -1319.360829
- charge = +1

Each line ends with the Löwdin charge.
CARTESIAN COORDINATES (ANGSTROEM)
C (4.033, -0.052, 0.600)  -0.005
C (3.757, -1.474, 0.282)  -0.010
C (3.401, 1.013, 0.012)  -0.049
C (2.414, 0.867, -1.046)  -0.031
C (2.547, -2.078, 0.050)  0.000
C (1.414, -1.229, -0.059)  -0.307
C (1.454, -0.061, -0.725)  0.090
C (-3.348, 1.242, 1.226)  -0.043
C (-3.197, 0.520, -1.165)  -0.103
C (-2.460, 1.083, 0.014)  -0.524
N (-1.260, 0.267, 0.226)  -0.051
O (0.184, -1.694, 0.453)  -0.244
P (-1.274, -1.194, 0.613)  0.577
Cl (-2.431, -2.780, 0.159)  0.469
H (4.902, 0.144, 1.150)  0.098
H (4.590, -2.038, 0.372)  0.075
H (3.697, 2.003, 0.229)  0.100
H (2.385, 1.470, -1.975)  0.127
H (2.434, -3.241, -0.070)  0.167
H (-2.938, 1.881, 1.986)  0.086
H (-4.180, 1.903, 0.800)  0.128
H (-3.664, 0.350, 1.585)  0.038
H (-3.685, -0.362, -0.847)  0.018
H (-2.490, 0.235, -2.047)  0.122
H (-4.128, 1.161, -1.558)  0.143
H (-2.157, 2.063, -0.265)  0.129